A) Density functional theory data (ωB97M-V with the def2-TZVPD basis set) for 2 unconnected molecules or ions with the total composition C8H19NO.

## Properties
HOMO energy = -9.10 eV
LUMO level = 0.03359 Eh
Gap between HOMO and LUMO = 10.01 eV
SMILES string = CCN(C)C(C)=O.CCC

Geometry as XYZ:
```
29
C8H19NO | the OMol25 dataset | ωB97M-V with the def2-TZVPD basis set
O 2.49246 1.74808 -0.24960
N 1.75871 -0.28038 0.47793
C 0.56574 -0.50987 1.37735
C -2.59879 -0.84532 -1.64493
C -3.63582 -1.98338 -1.56423
C 0.39658 1.29187 -1.11595
C 0.16584 0.62643 2.34035
C -2.78219 0.02473 -0.38682
C 1.61957 0.89374 -0.22929
C 3.09350 -0.58553 0.95985
H -0.15346 -0.55781 0.56930
H -3.73078 -0.10846 0.14262
H -0.63388 1.14350 1.85035
H -3.58015 -2.60783 -0.66148
H 0.25218 0.20684 3.31969
H 0.83584 1.45672 2.65337
H -2.86064 -0.12177 -2.42362
H 3.26085 -1.64204 0.99184
H -3.25124 -2.81192 -2.18636
H 3.72899 -0.27821 0.11038
H -4.63990 -1.64588 -1.78840
H 0.78663 1.56754 -2.08769
H -1.62706 -1.27335 -1.86582
H -2.04574 -0.28162 0.36033
H 3.51127 0.12678 1.67872
H 0.77607 -1.46688 1.84370
H -0.40233 0.58517 -0.96204
H 0.15732 2.26050 -0.66649
H -2.77509 1.09186 -0.59744
```

---

B) Density functional theory data (ωB97M-V with the def2-TZVPD basis set) for a molecular structure, C8H19NO.

## Properties
HOMO energy = -8.03 eV
LUMO level = 0.02442 Eh
Gap between HOMO and LUMO = 8.69 eV

Geometry as XYZ:
```
29
C8H19NO | the OMol25 dataset | ωB97M-V with the def2-TZVPD basis set
O 0.27593 2.25818 0.05637
N -1.95096 -0.19074 -0.25732
C 0.14812 1.60992 1.07986
C 1.08560 1.64610 2.25489
C 0.84057 -0.71392 -0.40128
C 2.20579 -0.46053 0.22423
C -2.60978 -0.15179 0.82412
C -2.47287 0.40102 -1.46732
C 0.53585 -2.20881 -0.29387
C 0.91007 -0.26492 -1.85934
H -0.87975 1.37592 1.43754
H 0.52928 -2.52381 0.75026
H 2.97406 -1.06201 -0.27591
H 0.03183 -0.58992 -2.41881
H 2.08943 1.93454 1.95352
H 1.11123 0.66517 2.72577
H -0.45535 -2.42515 -0.68932
H 2.56870 0.55357 0.06678
H -2.55310 -0.37923 -2.22642
H -1.76004 1.16190 -1.77881
H -3.51577 0.44499 0.94469
H 2.25661 -0.77407 1.26645
H 1.79054 -0.66935 -2.36795
H -0.44124 -0.26935 -0.18269
H 0.96282 0.82405 -1.91366
H -3.46148 0.85124 -1.32636
H 1.27624 -2.81366 -0.82489
H 0.68046 2.35080 2.98463
H -2.17277 -0.58014 1.71484
```

---

C) Density functional theory data (ωB97M-V with the def2-TZVPD basis set) for 2 unconnected molecules or ions with the total composition C8H19NO.

## Properties
HOMO energy = -9.38 eV
LUMO level = 0.02857 Eh
Gap between HOMO and LUMO = 10.15 eV
SMILES string = CCN(C)C(C)=O.CCC

Geometry as XYZ:
```
29
C8H19NO | the OMol25 dataset | ωB97M-V with the def2-TZVPD basis set
O -0.89880 -1.06093 0.86243
N 0.92728 0.36257 1.00284
C 0.35252 1.19574 -0.08761
C -0.58820 -1.38903 -2.74322
C 0.42282 -1.20794 2.83824
C 1.75592 1.05297 2.00754
C -2.09065 -1.14361 -3.23558
C 0.00762 -0.56279 1.46423
C 2.51480 2.30580 1.58404
C -2.34145 0.42362 -3.15177
H -0.38315 -1.83513 3.20836
H -0.69960 -1.63519 -1.68625
H 1.23084 -1.83105 2.43578
H -1.60494 1.01226 -3.68458
H 1.12521 1.36275 -0.84358
H -0.60334 0.78240 -0.33656
H 1.72336 3.02247 1.37829
H 3.19910 2.54635 2.39041
H -0.11666 -0.41734 -2.84306
H -2.79156 -1.65573 -2.60264
H 1.32706 1.28235 2.99302
H 3.20835 2.25535 0.74440
H -3.27089 0.50125 -3.70772
H 0.87096 -0.79273 3.74811
H -2.04712 -1.35350 -4.29714
H 0.30956 2.26411 0.17739
H -2.38351 0.68262 -2.09444
H -0.11302 -2.17671 -3.32693
H 2.58131 0.34023 2.21965
```

---

Stability ranking, top entry: C); the second entry is 16.6 kcal/mol less favorable.